Here is a structure of composition C20H27IrN2O3PS in a non-equilibrium geometry from the OMol25 dataset. Energies are from ωB97M-V with the def2-TZVPD basis set.

```
55
Properties=species:S:1:pos:R:3:mulliken_spin:R:1
Ir -0.418 -0.256 -0.166 1.765
S -0.943 4.259 1.906 -0.041
P -2.174 -0.078 -1.368 0.110
O -1.265 4.747 3.222 0.053
O -1.610 4.824 0.760 0.051
O 0.424 0.764 1.338 0.131
N 1.383 -3.390 -0.667 0.627
N -1.002 2.559 1.802 0.503
C 1.673 5.378 1.557 -0.019
C 0.180 2.022 1.578 0.070
C 3.538 3.824 1.220 0.068
C -3.061 -3.403 2.358 0.088
C 2.676 2.739 1.383 -0.016
C -1.681 -3.542 2.335 -0.007
C -2.889 -1.588 0.767 0.030
C 1.394 -2.496 0.414 -0.111
C 0.827 4.272 1.670 0.098
C -2.482 1.622 -1.861 0.026
C -0.871 -2.703 1.566 0.059
C 0.205 -4.064 -1.126 0.002
C 1.308 2.990 1.583 0.088
C -3.665 -2.412 1.584 -0.036
C 2.458 -3.297 -1.613 0.006
C -3.525 -0.597 -0.171 0.019
C 0.602 -2.963 1.624 0.081
C 3.039 5.149 1.287 0.152
C -2.359 -1.230 -2.756 0.042
C -1.489 -1.702 0.805 0.368
H 2.447 -2.300 0.660 0.017
H -2.298 2.296 -1.007 -0.013
H 0.559 -0.680 -1.474 0.238
H -3.515 1.725 -2.207 0.015
H -1.176 -4.316 2.908 0.002
H -2.384 -2.264 -2.384 0.001
H 3.722 5.990 1.117 0.000
H 0.120 0.193 -1.686 0.107
H -1.499 -1.104 -3.427 -0.001
H -4.745 -2.288 1.565 0.004
H -4.373 -1.012 -0.750 0.009
H 1.046 -1.437 0.110 0.220
H -1.791 1.869 -2.682 0.001
H -3.284 -1.006 -3.301 0.010
H -3.892 0.316 0.341 0.016
H -3.656 -4.046 3.000 0.002
H 1.032 -2.461 2.501 0.011
H 2.534 -4.255 -2.141 0.013
H 1.252 6.376 1.685 0.002
H -0.405 -3.464 -1.831 0.055
H 3.390 -3.073 -1.078 0.010
H 0.556 -4.955 -1.670 0.016
H -0.453 -4.379 -0.309 0.010
H 3.008 1.704 1.395 -0.006
H 2.300 -2.498 -2.359 0.047
H 0.769 -4.036 1.780 0.001
H 4.604 3.651 1.034 0.002
```

Orbital gap (spin up / spin down), eV: 5.254 / 4.059
DFT total energy, eV: -53239.87399
Relative energy (zero: lowest compared OMol25 entry of this formula, charge and spin), kJ/mol: 0.0
⟨S²⟩: 8.801
Max |F|, eV/Å: 4.1
Spin multiplicity: 6
Charge: +2
HOMO energy (spin up / spin down), eV: -11.86 / -14.59

=====

Here is an isolated molecule of C2H2BrN3 in a non-equilibrium geometry from the OMol25 dataset. Energies are from ωB97M-V with the def2-TZVPD basis set.

```
8
Properties=species:S:1:pos:R:3:mulliken_charge:R:1
Br -2.620 -1.232 -0.032 -0.071
N -4.045 2.261 0.043 -0.469
N -1.745 1.465 0.001 -0.650
N -0.168 -0.071 0.050 -0.376
C -2.946 1.906 -0.006 0.536
C -1.426 0.186 0.053 0.550
H 0.251 -0.903 0.192 0.205
H 0.581 0.593 0.359 0.274
```

Orbital gap, eV: 9.840
DFT total energy, eV: -76618.05561
Relative energy (zero: lowest compared OMol25 entry of this formula, charge and spin), kJ/mol: 44.3
Max |F|, eV/Å: 4.8
HOMO energy, eV: -9.56

=====

Here is a cluster of 2 separate species, C4H13NO2 in total in a non-equilibrium geometry from the OMol25 dataset. Energies are from ωB97M-V with the def2-TZVPD basis set.

```
20
Properties=species:S:1:pos:R:3:mulliken_charge:R:1
O -2.528 1.127 -2.684 -0.542
O 3.549 -4.899 3.043 -0.654
N 1.500 0.928 -0.096 -0.594
C -0.856 1.639 -0.873 -0.732
C 0.120 0.530 -0.110 0.407
C -0.346 0.624 1.308 -1.324
C -2.173 0.893 -1.281 -0.669
H 0.067 -0.129 1.982 0.357
H 1.994 0.557 -0.916 0.228
H 3.569 -4.958 4.041 0.325
H 1.785 1.855 0.147 0.203
H -1.914 0.512 -3.147 0.303
H -1.486 0.684 1.463 0.270
H -0.653 1.977 -1.851 0.395
H -0.176 1.574 1.844 0.354
H -2.363 -0.120 -1.077 0.449
H -2.912 1.507 -0.731 0.279
H 4.092 -4.040 2.967 0.329
H -1.120 2.626 -0.389 0.320
H -0.021 -0.490 -0.802 0.297
```

Orbital gap, eV: 9.565
DFT total energy, eV: -9941.58386
Relative energy (zero: lowest compared OMol25 entry of this formula, charge and spin), kJ/mol: 252.1
Max |F|, eV/Å: 4.2
HOMO energy, eV: -8.72

=====

Here is a structure of composition C3H4NOS in a non-equilibrium geometry from the OMol25 dataset. Energies are from ωB97M-V with the def2-TZVPD basis set.

```
10
Properties=species:S:1:pos:R:3:mulliken_charge:R:1
S -2.473 0.267 -0.434 0.639
O -2.966 0.933 0.726 -0.320
N -1.190 -1.556 0.184 0.027
C -2.357 -1.603 -0.130 0.159
C -0.012 -0.741 0.202 -0.433
C -0.513 0.551 -0.270 -0.447
H -0.462 1.384 0.297 0.408
H 0.740 -1.203 -0.278 0.353
H 0.205 -0.711 1.210 0.274
H -0.011 0.789 -1.288 0.340
```

Orbital gap (spin up / spin down), eV: 8.010 / 8.008
DFT total energy, eV: -17535.80829
Relative energy (zero: lowest compared OMol25 entry of this formula, charge and spin), kJ/mol: 321.0
Max |F|, eV/Å: 5.5
Charge: +1
HOMO energy (spin up / spin down), eV: -15.94 / -15.94

=====

Here is a structure of composition C40H52N4OPtS from the OMol25 dataset. Energies are from ωB97M-V with the def2-TZVPD basis set.

```
99
Properties=species:S:1:pos:R:3:mulliken_charge:R:1
Pt 0.035 -0.404 -0.334 1.224
S -1.736 2.795 1.399 -0.058
O -1.393 2.196 0.074 -0.319
N 1.536 -0.143 0.998 -0.471
N 0.863 0.989 -1.534 -0.715
N -1.482 -0.635 -1.640 -0.704
N -0.779 -1.817 0.858 -0.665
C -1.074 -3.380 2.526 0.620
C -3.435 0.211 -4.709 -1.162
C 0.341 1.472 -2.692 0.572
C 2.787 1.591 -0.167 -0.608
C -1.894 -2.552 0.601 0.421
C -2.551 -1.470 -1.505 0.281
C 0.218 -5.307 3.506 -1.062
C -2.088 -3.543 1.638 0.705
C 2.499 -0.160 5.344 -1.032
C 2.573 0.733 0.892 0.138
C -3.189 -4.556 1.654 -1.260
C -1.680 0.078 -2.780 0.567
C 1.306 2.419 -5.735 -1.056
C -0.777 -4.171 3.760 -1.196
C 0.599 3.295 2.716 0.659
C -2.732 -2.375 -0.485 -0.862
C 3.332 -0.771 4.213 -1.183
C -4.542 -3.357 -3.572 -0.980
C 1.989 1.714 -1.285 -0.052
C -4.742 -2.042 -2.815 -1.228
C 0.875 -1.808 2.648 -1.006
C -2.701 -0.366 -5.923 -0.957
C 3.428 0.632 2.060 0.850
C 1.184 2.524 -3.221 0.801
C -0.396 3.981 1.782 -0.817
C -3.465 -1.286 -2.623 0.588
C -0.236 2.380 3.611 -0.704
C -0.840 1.051 -3.270 -0.995
C -1.130 1.613 2.651 0.358
C 1.698 -0.806 2.179 0.257
C 4.294 2.863 2.853 -0.781
C -0.258 -2.293 2.026 0.289
C 0.944 3.255 -4.504 -1.306
C -2.923 -0.333 -3.413 0.732
C 2.211 2.671 -2.349 0.733
C 4.640 1.476 2.301 -1.357
C 3.012 4.939 -1.619 -0.991
C 2.881 -0.316 2.861 0.809
C -2.914 -5.741 0.725 -1.003
C 3.334 3.659 -2.395 -1.281
H 5.205 1.585 1.372 0.415
H -0.836 2.978 4.303 0.406
H 0.014 4.247 0.808 0.257
H -1.630 -0.161 -5.868 0.175
H -5.453 -1.414 -3.356 0.433
H -4.113 -3.172 -4.558 0.220
H -4.501 -0.011 -4.793 0.316
H 1.178 4.020 3.290 0.554
H 4.242 3.206 -1.990 0.457
H -2.004 -6.263 1.026 0.230
H 2.547 0.930 5.308 0.186
H -2.824 -1.449 -5.969 0.249
H 4.380 -0.500 4.353 0.363
H -3.738 -6.456 0.744 0.384
H -3.346 1.300 -4.713 0.412
H -1.981 1.114 3.112 0.540
H 3.654 2.236 -0.109 0.227
H -0.382 -3.511 4.537 0.400
H 1.116 2.971 -6.657 0.386
H 1.297 2.691 2.131 -0.763
H 2.862 -0.483 6.321 0.469
H 1.450 -0.447 5.258 0.232
H -3.328 -4.918 2.675 0.341
H -3.610 -3.006 -0.536 0.263
H -2.775 -5.407 -0.304 0.236
H -3.856 -4.014 -3.035 0.239
H -0.850 4.863 2.236 0.430
H 1.533 4.175 -4.506 0.436
H -4.131 -4.080 1.366 0.421
H 0.725 1.495 -5.766 0.194
H -0.180 -6.008 2.771 0.239
H 0.429 -5.859 4.423 0.380
H 5.188 3.476 2.974 0.458
H 1.152 -2.268 3.588 0.293
H -1.708 -4.583 4.155 0.419
H 2.361 2.142 -5.713 0.310
H 2.787 4.711 -0.576 0.123
H 3.849 5.640 -1.642 0.392
H 3.611 3.388 2.183 0.038
H -0.103 3.562 -4.562 0.415
H -1.143 1.549 -4.182 0.368
H 2.138 5.436 -2.044 0.308
H 1.159 -4.918 3.114 0.276
H 3.284 -1.861 4.271 0.448
H -0.563 0.893 2.058 -0.646
H -5.195 -2.247 -1.842 0.428
H -3.081 0.060 -6.853 0.384
H -5.487 -3.885 -3.706 0.378
H 3.555 3.906 -3.436 0.470
H 3.804 2.779 3.825 0.181
H 5.301 0.963 3.002 0.445
H 0.379 1.702 4.206 -0.005
```

Orbital gap, eV: 6.030
DFT total energy, eV: -64417.58119
Relative energy (zero: lowest compared OMol25 entry of this formula, charge and spin), kJ/mol: 25.6
Max |F|, eV/Å: 0.4
HOMO energy, eV: -6.52